This record from the OMol25 dataset describes a structure of composition C24H20BF3O2. The level of theory is ωB97M-V/def2-TZVPD.

Positions of all 50 atoms, in Å:
C (-5.4072, -3.0924, 0.4046)
C (-4.2602, -2.1685, 0.2765)
C (-4.5578, -0.8228, 0.0488)
C (-3.5122, 0.0917, -0.1366)
C (-2.1657, -0.3555, -0.0930)
C (-1.1017, 0.6341, -0.3004)
C (0.2590, 0.3393, 0.1885)
C (0.5460, -0.5460, 1.2524)
C (1.8465, -0.7727, 1.6792)
C (2.8873, -0.0033, 1.1404)
O (4.2027, -0.2282, 1.5321)
C (4.9324, -1.1798, 0.7890)
C (6.1200, -0.7401, 0.1817)
C (6.8271, -1.6231, -0.6434)
C (6.4327, -2.9543, -0.7366)
C (5.2833, -3.4048, -0.0806)
C (4.5095, -2.5197, 0.6916)
C (2.6321, 0.8750, 0.0648)
C (1.3405, 1.0234, -0.4080)
C (-1.9049, -1.7322, 0.1084)
C (-2.9353, -2.6521, 0.2620)
H (-5.0986, -4.0868, 0.7581)
H (-6.1599, -2.6851, 1.1030)
H (-5.8953, -3.2135, -0.5820)
H (-5.6192, -0.5292, 0.0306)
H (-3.7901, 1.1037, -0.3623)
H (-1.2165, 1.2780, -1.2250)
H (-0.2529, -1.0480, 1.8145)
H (2.0793, -1.5631, 2.4018)
H (6.4129, 0.2971, 0.3140)
H (7.6984, -1.2518, -1.1609)
H (7.0058, -3.6410, -1.3532)
H (4.9760, -4.4446, -0.1292)
H (3.5750, -2.8432, 1.1861)
H (3.4586, 1.3910, -0.4310)
H (1.1559, 1.7155, -1.2193)
H (-0.8597, -2.0934, 0.0867)
H (-2.7075, -3.7312, 0.3714)
C (-1.6706, 2.4143, 0.2869)
C (-0.6183, 3.3469, 0.0779)
C (-1.1746, 4.4354, -0.6200)
C (-2.5157, 4.1509, -0.8396)
B (-3.7877, 4.7930, -1.6517)
F (-3.0879, 5.7448, -2.4344)
F (-4.3971, 3.6976, -2.2836)
F (-4.6112, 5.3479, -0.6565)
O (-2.7968, 2.9324, -0.2643)
H (-1.7916, 1.7405, 1.1569)
H (0.3917, 3.2339, 0.3997)
H (-0.6763, 5.3402, -0.9957)

Atoms 1-3, force components in eV/Å:
-0.84 -0.78 0.10
0.45 -0.21 -0.34
0.94 0.09 0.17

Summary:
E_tot	-1401.5139	Ha
energy above the lowest of the compared OMol25 structures with the same formula, charge and spin	43.6	kcal per mole
HOMO	-8.824	eV
net charge	0

=====

This record from the OMol25 dataset describes a cluster of 2 separate species, C2H2FNO2 in total. The level of theory is ωB97M-V/def2-TZVPD.

Positions of all 8 atoms, in Å:
C (-0.5984, 0.6078, -0.4432)
C (-0.5824, -0.4761, -1.1692)
O (-0.6988, -1.4761, -1.7145)
H (-1.1129, 0.9633, 0.4446)
H (0.2358, 1.3532, -0.7722)
O (0.2680, -0.9256, 1.8543)
N (0.6091, 0.0569, 1.3196)
F (1.8796, -0.1034, 0.4806)

Atoms 1-3, force components in eV/Å:
2.19 3.03 -1.34
-1.66 0.39 1.25
0.52 -0.82 -0.78

Summary:
E_tot	-382.3402	Ha
energy above the lowest of the compared OMol25 structures with the same formula, charge and spin	119.4	kcal per mole
HOMO (alpha / beta)	-9.496 / -9.495	eV
net charge	0

=====

This record from the OMol25 dataset describes a structure of composition C14H24LiN3O4S. The level of theory is ωB97M-V/def2-TZVPD.

Positions of all 47 atoms, in Å:
Li (-0.7399, 0.6168, -0.5398)
N (0.9171, 0.3309, 0.6090)
C (1.1661, 0.5970, 2.0263)
C (-0.0545, 0.2117, 2.8633)
C (-1.0923, 1.3246, 3.0370)
C (-1.6162, 1.9867, 1.7701)
N (-2.2489, 1.0195, 0.8552)
H (0.9426, -0.6686, 0.4268)
H (1.6150, 0.7214, -0.0190)
H (1.3716, 1.6647, 2.1449)
H (2.0487, 0.0648, 2.3968)
H (0.2708, -0.0934, 3.8607)
H (-0.5157, -0.6714, 2.4107)
H (-0.6557, 2.1127, 3.6577)
H (-1.9415, 0.9301, 3.6059)
H (-0.7999, 2.4737, 1.2318)
H (-2.3129, 2.7780, 2.0646)
H (-2.8570, 1.5120, 0.2094)
H (-2.8359, 0.3803, 1.3792)
C (3.4265, 7.1835, -2.0075)
C (2.2606, 6.2421, -2.1300)
C (2.3762, 4.9111, -1.7402)
C (1.2979, 4.0429, -1.8197)
C (0.0919, 4.5234, -2.3090)
C (-0.0503, 5.8432, -2.7146)
C (1.0358, 6.6949, -2.6186)
S (-1.2934, 3.4505, -2.4366)
O (-2.5175, 4.2024, -2.4377)
O (-1.1409, 2.4544, -1.4007)
N (-1.1606, 2.8466, -3.9375)
C (-0.0172, 2.0867, -4.4589)
C (-0.0313, 0.5921, -4.1679)
C (0.3205, 0.3055, -2.7061)
O (-0.4743, -0.4254, -2.0512)
O (1.3473, 0.8601, -2.2604)
H (4.3727, 6.6442, -2.0216)
H (3.3744, 7.7381, -1.0681)
H (3.4315, 7.9116, -2.8183)
H (3.3269, 4.5429, -1.3738)
H (1.3955, 2.9989, -1.5459)
H (-1.0036, 6.1927, -3.0878)
H (0.9337, 7.7281, -2.9279)
H (-2.0722, 2.6523, -4.3293)
H (0.8940, 2.5210, -4.0479)
H (-0.0063, 2.2694, -5.5343)
H (0.7316, 0.1237, -4.7948)
H (-0.9962, 0.1494, -4.4174)

Atoms 1-3, force components in eV/Å:
-0.10 0.10 0.05
0.05 -0.01 0.00
-0.03 -0.01 0.02

Summary:
E_tot	-1418.9368	Ha
energy above the lowest of the compared OMol25 structures with the same formula, charge and spin	0.0	kcal per mole
HOMO	-8.770	eV
net charge	0

=====

This record from the OMol25 dataset describes a structure of composition C43H35CrF5N5OP2. The level of theory is ωB97M-V/def2-TZVPD.

Positions of all 92 atoms, in Å:
Cr (0.7683, 0.4666, -0.3212)
C (2.6692, -1.3823, 1.8982)
C (3.7007, -0.9952, 0.8324)
P (2.9444, -0.4513, -0.7577)
C (4.3274, 0.3037, -1.6390)
C (4.4912, 1.6845, -1.5472)
C (5.5821, 2.2946, -2.1470)
C (6.5031, 1.5276, -2.8470)
C (6.3355, 0.1529, -2.9498)
C (5.2487, -0.4631, -2.3481)
C (2.5346, -1.9682, -1.6677)
C (2.6083, -3.2417, -1.1124)
C (2.2048, -4.3491, -1.8492)
C (1.7402, -4.1884, -3.1447)
C (1.6774, -2.9199, -3.7099)
C (2.0619, -1.8138, -2.9730)
P (1.3379, -0.1203, 1.9407)
C (0.1633, -0.6417, 3.2140)
C (0.0229, -1.9780, 3.5810)
C (-0.9689, -2.3544, 4.4751)
C (-1.8291, -1.4013, 5.0012)
C (-1.6900, -0.0668, 4.6435)
C (-0.6970, 0.3138, 3.7546)
C (2.1692, 1.3304, 2.6473)
C (2.2849, 2.5050, 1.9074)
C (2.9529, 3.6028, 2.4345)
C (3.5068, 3.5282, 3.7031)
C (3.3878, 2.3619, 4.4514)
C (2.7200, 1.2684, 3.9280)
H (3.1292, -1.4569, 2.8848)
H (2.2130, -2.3464, 1.6690)
H (4.4082, -1.8029, 0.6372)
H (4.2833, -0.1351, 1.1711)
H (3.7562, 2.2830, -1.0201)
H (5.7057, 3.3673, -2.0807)
H (7.3508, 2.0036, -3.3221)
H (7.0507, -0.4410, -3.5034)
H (5.1156, -1.5346, -2.4384)
H (2.9997, -3.3868, -0.1142)
H (2.2708, -5.3378, -1.4141)
H (1.4362, -5.0527, -3.7204)
H (1.3243, -2.7954, -4.7252)
H (2.0032, -0.8227, -3.4114)
H (0.6816, -2.7377, 3.1784)
H (-1.0708, -3.3938, 4.7583)
H (-2.6058, -1.6985, 5.6932)
H (-2.3565, 0.6793, 5.0558)
H (-0.5938, 1.3570, 3.4788)
H (1.8476, 2.5802, 0.9161)
H (3.0346, 4.5141, 1.8569)
H (4.0265, 4.3827, 4.1158)
H (3.8123, 2.3091, 5.4452)
H (2.6144, 0.3676, 4.5225)
F (-4.2891, 4.3729, -1.6018)
C (-3.1158, 3.7361, -1.6388)
C (-2.6991, 2.9604, -0.5730)
F (-3.4503, 2.8230, 0.5175)
C (-1.4764, 2.3349, -0.6675)
F (-1.0338, 1.5538, 0.3863)
C (-0.6109, 2.4197, -1.7536)
O (0.5460, 1.7868, -1.7604)
C (-1.0730, 3.2061, -2.8130)
F (-0.3237, 3.3305, -3.9108)
C (-2.2959, 3.8491, -2.7534)
F (-2.7012, 4.5895, -3.7816)
C (-1.7119, -2.0083, 0.5338)
C (-1.7498, -1.5243, -0.8713)
N (-0.8486, -0.7436, -1.4351)
C (-1.2804, -0.5152, -2.7276)
C (-2.4490, -1.1648, -2.9362)
N (-2.7355, -1.8190, -1.7521)
C (-3.9734, -2.5172, -1.4441)
N (-4.7527, -1.8565, -0.4427)
N (-4.8280, -2.3963, 0.8054)
N (-5.4596, -1.5985, 1.5726)
C (-5.8107, -0.4742, 0.8450)
C (-6.5090, 0.6746, 1.2288)
C (-6.6952, 1.6413, 0.2700)
C (-6.2032, 1.4810, -1.0443)
C (-5.5152, 0.3554, -1.4362)
C (-5.3387, -0.6239, -0.4541)
H (-0.6718, -2.1128, 0.8332)
H (-2.2049, -2.9720, 0.6519)
H (-2.2003, -1.3075, 1.2155)
H (-0.7219, 0.1105, -3.4038)
H (-3.0869, -1.2378, -3.8004)
H (-3.7606, -3.5148, -1.0659)
H (-4.5389, -2.5948, -2.3713)
H (-6.8815, 0.7860, 2.2381)
H (-7.2270, 2.5495, 0.5191)
H (-6.3746, 2.2707, -1.7642)
H (-5.1424, 0.2434, -2.4458)

Atoms 1-3, force components in eV/Å:
-0.77 0.25 -0.79
-0.03 0.02 -0.03
-0.03 0.00 -0.02

Summary:
2S+1	5
E_tot	-4234.9619	Ha
energy above the lowest of the compared OMol25 structures with the same formula, charge and spin	5.6	kcal per mole
HOMO (alpha / beta)	-10.476 / -10.681	eV
expectation value of S²	6.03
net charge	+1

=====

Q: What is the formula in the first record?
A: C24H20BF3O2

=====

Q: What is the energy above the lowest of the compared OMol25 structures with the same formula, charge and spin in the third record?
A: 0.0 kcal per mole

=====

Q: What is the formula in the third record?
A: C14H24LiN3O4S

=====

Q: What is the net charge in the third record?
A: 0